[1]
Below is C25H54AlN4O33S as an isolated structure, with properties calculated with ωB97M-V/def2-TZVPD.

XYZ file:
```
118
Properties=species:S:1:pos:R:3:mulliken_charge:R:1
Al 3.61425 -1.50115 -0.52215 1.442
S 0.62733 -0.10020 0.50040 2.002
O 1.95490 0.49154 0.67322 -0.559
O 0.10397 -0.53332 1.76400 -0.379
O -0.24792 0.84410 -0.14743 -0.260
O 0.78547 -1.29755 -0.32461 -0.645
C 4.09586 -6.09165 1.34322 -0.644
O 2.71652 -6.04794 1.77055 -0.399
C 2.05948 -4.96645 1.64829 0.726
O 2.58098 -3.90854 1.28966 -0.461
O 0.88575 -5.10481 2.09180 -0.362
C -0.02687 -4.04466 1.92840 -0.029
H 4.66518 -6.86703 1.85582 0.300
H 4.70272 -5.18621 1.34007 0.199
H 4.10617 -6.38912 0.29465 0.317
H 0.38824 -3.09945 2.27819 -0.034
H -0.88739 -4.23588 2.56952 0.249
H -0.33069 -3.85184 0.89951 0.183
C -5.96487 -0.84998 -2.14797 -0.141
O -5.13401 -1.74711 -2.78554 -0.323
C -4.03452 -2.30020 -2.10594 0.626
O -3.15370 -2.95860 -2.66802 -0.569
O -3.93075 -1.87769 -0.75218 -0.221
C -2.79616 -2.27648 -0.01197 -0.998
H -6.38052 -0.18630 -2.90617 0.211
H -5.41914 -0.21949 -1.44599 -0.077
H -6.77308 -1.39706 -1.66258 0.301
H -3.08314 -2.16605 1.03376 0.271
H -1.94540 -1.65927 -0.30067 0.261
H -2.61135 -3.33327 -0.20470 0.659
C 3.35558 -2.48753 -5.69193 -0.498
O 2.09677 -1.83121 -5.52175 -0.372
C 1.64730 -1.47402 -4.33936 0.627
O 2.25218 -1.40683 -3.26429 -0.522
O 0.42550 -1.07595 -4.57561 -0.374
C -0.49065 -0.78606 -3.56310 0.013
H 3.60796 -2.52153 -6.75176 0.218
H 3.24139 -3.45850 -5.20996 0.319
H 4.06097 -1.95587 -5.05329 0.124
H -0.32965 0.22877 -3.19938 0.042
H -0.45209 -1.55961 -2.79614 0.130
H -1.50138 -0.80368 -3.97080 0.168
C 2.30878 2.55743 -2.32832 0.409
O 3.05146 2.32414 -3.56607 -0.371
C 4.06586 1.47771 -3.48411 0.822
O 4.23959 0.63482 -2.61355 -0.495
O 4.63130 1.49880 -4.60202 -0.360
C 5.63298 0.52899 -4.89125 -0.760
H 1.73027 1.66942 -2.07362 -0.109
H 1.56849 3.35699 -2.35600 0.127
H 2.95594 2.82529 -1.49314 -0.200
H 6.54524 1.11411 -4.77502 0.328
H 5.55236 0.20789 -5.92976 0.275
H 5.73566 -0.32039 -4.21590 0.314
C 2.71036 0.28186 3.80441 -0.238
O 3.75393 -0.49760 4.36265 -0.335
C 4.65184 -1.06397 3.50631 0.528
O 4.45471 -1.20896 2.29669 -0.480
O 5.81109 -1.21558 4.19114 -0.350
C 6.99324 -1.80966 3.57241 -0.654
H 1.97775 -0.20699 3.16222 0.001
H 2.95937 1.25719 3.38628 0.197
H 2.07118 0.60639 4.62553 0.369
H 7.41780 -1.24223 2.74423 0.307
H 6.89429 -2.81104 3.15343 0.276
H 7.77900 -1.73620 4.32427 0.273
C -4.95700 4.86486 -3.66662 -0.707
O -5.24169 4.26286 -2.47472 -0.308
C -4.65158 3.05797 -2.11847 0.794
O -4.91572 2.47579 -1.03858 -0.528
O -3.83405 2.55537 -3.10549 -0.379
C -3.03312 1.38637 -2.79307 0.510
H -4.10797 5.53969 -3.55766 0.245
H -5.85335 5.38394 -4.00604 0.306
H -4.70421 4.19134 -4.48550 0.300
H -2.11989 1.69504 -2.28431 -0.506
H -2.75751 0.93948 -3.74828 0.331
H -3.54533 0.65001 -2.17378 -0.211
C -5.22695 -4.22211 5.49320 -0.640
O -4.43578 -3.03427 5.42224 -0.352
C -3.38663 -2.92258 4.59532 0.770
O -3.17987 -3.70385 3.66541 -0.583
O -2.70742 -1.86249 4.93808 -0.362
C -1.66936 -1.30660 4.13011 -0.043
H -4.61816 -5.05775 5.83844 0.310
H -5.61978 -4.51955 4.52092 0.282
H -6.05722 -4.03020 6.17285 0.237
H -1.88911 -1.51170 3.08238 -0.186
H -0.70398 -1.75836 4.35825 0.372
H -1.51944 -0.25247 4.36341 0.206
C -1.07075 3.78053 -1.29591 -1.346
N -0.69898 5.19396 -1.45822 1.243
O -1.60796 5.99014 -1.66594 -0.614
O 0.48207 5.51489 -1.33108 -0.607
H -0.42736 3.30998 -0.55245 0.118
H -0.89389 3.27805 -2.24687 0.841
H -2.12701 3.68528 -1.04422 0.320
C 2.94690 3.81013 1.00007 -0.426
N 3.61795 4.05760 2.28835 0.925
O 3.01532 4.71744 3.13993 -0.539
O 4.70549 3.58716 2.61909 -0.571
H 3.67096 3.40296 0.29434 0.566
H 2.52874 4.75556 0.65454 0.221
H 2.19580 3.04310 1.18879 -0.282
C -3.04731 1.20327 0.90088 0.690
N -4.42439 1.17764 1.59916 1.158
O -4.71865 2.02657 2.38397 -0.622
O -5.19953 0.29595 1.26665 -0.595
H -3.18252 0.50712 0.07311 -0.605
H -2.18388 1.00126 1.53474 -0.088
H -2.91920 2.20949 0.50187 0.004
C -0.37151 2.91963 2.67705 -0.635
N -0.80818 4.21084 2.00815 0.949
O 0.07885 5.08132 1.80217 -0.481
O -2.01588 4.25789 1.69348 -0.513
H -1.22591 2.47536 3.18767 0.366
H 0.29505 3.22019 3.48542 0.390
H 0.14664 2.23160 2.00903 -0.120
```

Values from the calculation:
ΔE to the lowest compared entry with this formula, charge and spin (kJ/mol): 90.87
Frontier orbital gap (hartree): 0.091
Total charge: +1

***

[2]
Below is a 6-piece molecular cluster, C39H33IN4O21 overall, with properties calculated with ωB97M-V/def2-TZVPD.

XYZ file:
```
98
Properties=species:S:1:pos:R:3:mulliken_charge:R:1
C -6.53580 -3.13034 -4.14659 -0.863
N -5.60414 -2.53529 -5.15007 0.449
C -6.18873 -2.46391 -6.52819 -0.586
C -4.26618 -3.14549 -5.12524 -0.239
O -4.10160 -4.36196 -4.75295 -0.623
C -2.96520 -2.34312 -5.61147 -0.398
C -2.08768 -1.68254 -4.43364 0.270
C -1.10133 -0.61268 -5.16708 -0.036
N -0.60215 0.34272 -5.73380 -0.544
C -2.92632 -0.89587 -3.30537 0.133
I -3.63567 -2.22109 -1.67650 0.173
C -4.13544 0.00457 -3.91458 0.125
N -5.13291 0.51401 -4.39167 -0.571
C -1.95315 0.19258 -2.54621 -0.750
N -2.11777 1.58862 -3.08825 -0.549
H -5.98610 -3.57984 -3.23279 0.230
H -7.15608 -2.24526 -3.71141 0.298
H -7.30924 -3.84969 -4.60588 0.287
H -6.61528 -1.39376 -6.65084 0.263
H -5.30016 -2.57992 -7.26857 0.038
H -6.98414 -3.28249 -6.67764 0.319
H -2.27764 -3.12787 -6.12491 0.457
H -3.19717 -1.57012 -6.44368 0.331
H -1.40643 -2.46212 -3.93208 0.533
H -0.86339 -0.15886 -2.47717 0.248
H -2.33713 0.23401 -1.44777 0.506
H -1.19203 2.04255 -2.91698 0.264
H -2.80754 2.03732 -2.44635 0.264
O 1.00511 -2.58230 -12.23138 -0.606
C 0.11566 -2.42299 -11.41266 0.835
C -1.20630 -3.04325 -11.55765 -0.885
C -2.16006 -2.83179 -10.64861 0.344
O -3.39281 -3.40476 -10.77034 -0.584
C -1.92211 -1.96164 -9.46217 0.965
O -2.82319 -1.77501 -8.65925 -0.527
C -0.59386 -1.36073 -9.30390 -1.011
C 0.36164 -1.57491 -10.21144 0.455
O 1.60196 -1.02469 -10.07584 -0.568
H -1.36643 -3.67060 -12.42433 0.415
H -3.89970 -3.09833 -9.99248 0.311
H -0.42924 -0.74532 -8.42837 0.485
H 2.10681 -1.32627 -10.85722 0.341
O -0.04696 1.05439 4.05669 -0.514
C 0.08463 1.52750 2.94219 1.017
C -0.54128 2.79522 2.54823 -0.862
C -0.38847 3.27467 1.31185 0.254
O -0.96281 4.45289 0.93435 -0.597
C 0.41496 2.54513 0.29044 1.012
O 0.51887 3.00378 -0.83691 -0.663
C 1.06071 1.29055 0.68967 -0.945
C 0.91154 0.81119 1.92741 0.514
O 1.51070 -0.35446 2.30935 -0.541
H -1.12354 3.31368 3.29828 0.441
H -0.70632 4.57994 -0.00124 0.330
H 1.65557 0.78062 -0.05674 0.503
H 1.25378 -0.49284 3.24650 0.195
O 1.52787 -1.20523 5.05608 -0.764
C 2.26647 -2.13416 5.35054 1.014
C 1.75400 -3.42409 5.82203 -1.133
C 2.59207 -4.40986 6.15057 0.561
O 2.12878 -5.61471 6.58790 -0.589
C 4.06925 -4.23712 6.05444 0.930
O 4.80635 -5.15193 6.37986 -0.634
C 4.58109 -2.95462 5.55966 -0.807
C 3.74327 -1.97061 5.22820 0.334
O 4.20658 -0.77292 4.76429 -0.611
H 0.67978 -3.53552 5.88928 0.424
H 2.92730 -6.15283 6.76049 0.352
H 5.65468 -2.84828 5.47772 0.446
H 3.40939 -0.23230 4.59757 0.327
O 4.71754 8.35604 3.23579 -0.605
C 3.86782 7.90481 2.48645 0.904
C 4.14317 6.80125 1.55950 -0.823
C 3.19105 6.34555 0.74258 0.347
O 3.43306 5.31792 -0.12244 -0.579
C 1.82355 6.93774 0.73832 1.008
O 0.98352 6.50828 -0.03463 -0.636
C 1.54079 8.02471 1.68151 -0.990
C 2.49178 8.47835 2.50101 0.430
O 2.24206 9.48692 3.38487 -0.567
H 5.14039 6.38199 1.57122 0.426
H 2.59136 5.17645 -0.60122 0.309
H 0.53896 8.43347 1.68035 0.430
H 3.08530 9.63192 3.85861 0.348
O 3.71439 -2.66726 8.70129 -0.548
C 3.02498 -1.97605 9.43441 1.066
C 1.62447 -1.66295 9.13108 -0.715
C 0.90766 -0.88938 9.94953 0.244
O -0.39567 -0.59292 9.68060 -0.567
C 1.49930 -0.31588 11.19155 0.794
O 0.82104 0.40182 11.90707 -0.608
C 2.89278 -0.64864 11.50724 -0.869
C 3.60830 -1.42489 10.69065 0.249
O 4.90442 -1.74430 10.97340 -0.592
H 1.20790 -2.08362 8.22557 0.436
H -0.68940 -0.02067 10.41748 0.343
H 3.30472 -0.24049 12.42071 0.419
H 5.19986 -2.31137 10.23350 0.351
```

Values from the calculation:
Frontier orbital gap (hartree): 0.267
Total charge: 0
SMILES string: CN(C)C(=O)C[C@@H](C#N)[C@](I)(C#N)CN.O=C1C=C(O)C(=O)C=C1O.O=C1C=C(O)C(=O)C=C1O.O=C1C=C(O)C(=O)C=C1O.O=C1C=C(O)C(=O)C=C1O.O=C1C=C(O)C(=O)C=C1O

***

[3]
Below is one molecule with the formula C6H12N2OS, with properties calculated with ωB97M-V/def2-TZVPD.

XYZ file:
```
22
Properties=species:S:1:pos:R:3:nbo_charge:R:1
C -0.81978 -0.67539 0.32867 0.131
C -1.19101 -0.81312 -1.24972 0.336
C 0.06249 -1.38044 -2.05449 -0.670
C -0.90073 1.53228 1.42251 -0.621
C 1.22809 0.03225 1.69060 -0.590
C 0.03038 0.46922 0.76001 -0.257
N -1.21755 -1.62185 1.07013 -0.695
N -2.23761 -1.78529 -1.23055 -0.785
O -1.48824 0.41965 -1.83360 -0.698
S -2.12768 -2.77257 0.21784 0.877
H -0.41836 -1.94714 -2.82299 0.218
H 0.55309 -2.21073 -1.43216 0.225
H 0.75542 -0.74401 -2.47622 0.211
H -1.36782 1.46898 2.41797 0.223
H -1.64028 1.71560 0.64505 0.218
H -0.35664 2.54769 1.53530 0.196
H 0.97689 -0.46585 2.60559 0.209
H 1.70305 0.90349 1.89000 0.197
H 1.84948 -0.61657 1.16270 0.198
H 0.54194 0.82539 -0.11840 0.212
H -2.98711 -1.18908 -1.18150 0.386
H -0.97698 0.38011 -2.69548 0.479
```

Values from the calculation:
ΔE to the lowest compared entry with this formula, charge and spin (kJ/mol): 0.00
<S²>: 2.009
Frontier orbital gap (spin up / spin down) (hartree): 0.203 / 0.260
Total charge: 0
Spin multiplicity: 3

***

[4]
Below is C3H2FGdO as an isolated structure, with properties calculated with ωB97M-V/def2-TZVPD.

XYZ file:
```
8
Properties=species:S:1:pos:R:3:mulliken_charge:R:1
H -2.16752 0.15132 -1.46357 0.195
O -0.51771 0.84328 -0.11307 -0.366
C -1.88988 -0.17927 -0.45490 0.426
C -0.92130 -1.21368 -0.25438 -0.654
C 0.13525 -0.35161 0.10449 -0.538
F -2.99848 -0.09882 0.34280 -0.234
H -1.00135 -2.26738 0.00316 0.287
Gd 2.74508 0.48306 0.10687 0.884
```

Values from the calculation:
<S²>: 15.787
Frontier orbital gap (spin up / spin down) (hartree): 0.213 / 0.234
Total charge: 0
Spin multiplicity: 8

***

[5]
Below is C29H39CrN4O5 as an isolated structure, with properties calculated with ωB97M-V/def2-TZVPD.

XYZ file:
```
78
Properties=species:S:1:pos:R:3:mulliken_charge:R:1
Cr -0.27498 1.21940 0.10102 0.006
O -2.13033 2.79080 0.54542 -0.432
C -2.13376 3.97193 -0.25935 -0.420
C -0.83671 4.69628 0.03936 -1.028
N 0.29413 3.80373 -0.16300 0.722
C 0.73342 3.73986 -1.55946 -0.977
C -0.11704 2.78048 -2.39297 0.351
O -0.42940 3.03353 -3.53948 -0.743
O -0.48980 1.72271 -1.74497 -0.118
C 1.42300 4.06611 0.71508 -0.696
C 2.21919 2.76413 0.92214 0.333
O 3.28702 2.80775 1.50205 -0.732
O 1.61588 1.71194 0.49421 -0.283
H -2.92342 2.28500 0.34787 0.313
H -2.97899 4.61435 0.00471 0.464
H -2.20556 3.72082 -1.32148 0.363
H -0.86244 4.99702 1.08716 0.355
H -0.77075 5.60298 -0.57747 0.298
H 1.74394 3.32693 -1.58023 0.413
H 0.75290 4.72385 -2.03879 0.385
H 1.07135 4.37092 1.70149 0.346
H 2.09614 4.84301 0.33609 0.312
C 2.58286 -2.55139 4.34328 -1.713
C 1.70676 -1.53212 3.66314 0.394
C 1.21489 -0.44291 4.37316 -0.909
C 0.42396 0.49975 3.73057 0.788
C -0.09599 1.71535 4.45275 -1.715
C 0.13849 0.31653 2.39401 -0.354
C 0.65767 -0.74197 1.60487 0.657
C 1.42704 -1.68493 2.31129 -1.229
N 0.35329 -0.64953 0.27850 0.742
C 0.84465 -1.49745 -0.82516 1.605
C 1.52563 -2.81040 -0.40098 -2.432
C 1.95286 -3.62879 -1.62724 0.145
C 0.74165 -3.96400 -2.49709 -1.500
C 0.09286 -2.65898 -2.95625 0.338
C 1.09261 -1.82967 -3.76745 -1.351
C 2.31538 -1.52472 -2.89780 0.430
C 2.96542 -2.83297 -2.45076 -1.492
C 1.87886 -0.72001 -1.67231 -1.354
C -0.34834 -1.85814 -1.72915 -1.106
H 2.66986 -2.34422 5.40890 0.392
H 3.58408 -2.53391 3.90991 0.318
H 2.17701 -3.55634 4.21812 0.350
H 1.45717 -0.31184 5.42083 0.330
H 0.00796 1.60630 5.53079 0.432
H -1.14688 1.89525 4.21916 0.338
H 0.47290 2.59574 4.14421 0.284
H -0.48586 1.09379 1.92457 1.302
H 1.85146 -2.54418 1.82325 0.516
H 0.83760 -3.40461 0.20774 0.525
H 2.42031 -2.58784 0.18261 0.783
H 2.41861 -4.55417 -1.27498 0.273
H 0.01848 -4.55994 -1.93045 0.518
H 1.05853 -4.55723 -3.36016 0.582
H -0.78433 -2.88090 -3.57389 0.317
H 0.62090 -0.89698 -4.09235 0.534
H 1.39969 -2.37469 -4.66564 0.538
H 3.03210 -0.92931 -3.47106 0.363
H 3.85355 -2.61854 -1.84873 0.537
H 3.28415 -3.41581 -3.32049 0.560
H 1.43595 0.21027 -2.00971 -0.237
H 2.73357 -0.47063 -1.03735 0.546
H -1.08703 -2.42505 -1.14985 0.391
H -0.81109 -0.93121 -2.05952 0.051
N -5.66234 -1.85127 -0.37383 -0.505
C -4.56303 -1.06295 -0.23314 0.929
C -3.92809 -0.89288 1.00399 -0.884
C -2.79890 -0.11853 1.08819 -0.827
N -2.24505 0.52008 0.04179 1.077
C -2.90897 0.42667 -1.12690 -0.840
C -4.03716 -0.33329 -1.30705 -0.883
H -5.89361 -2.49078 0.36514 0.209
H -5.94085 -2.11847 -1.30129 0.213
H -4.30842 -1.38061 1.89206 0.368
H -2.29744 -0.01241 2.04116 0.537
H -2.48842 0.99021 -1.94879 0.524
H -4.50076 -0.37688 -2.28399 0.360
```

Values from the calculation:
ΔE to the lowest compared entry with this formula, charge and spin (kJ/mol): 221.56
<S²>: 0.800
Frontier orbital gap (spin up / spin down) (hartree): 0.236 / 0.267
Total charge: 0
Spin multiplicity: 2

***

Number 1: largest force on an atom 0.0916 Eh/bohr. Number 2: largest force on an atom 0.1367 Eh/bohr. Number 3: largest force on an atom 0.2134 Eh/bohr. Number 4: largest force on an atom 0.0712 Eh/bohr. Number 5: largest force on an atom 0.0378 Eh/bohr.